1.
The following is a DFT calculation (ωB97M-V/def2-TZVPD) of a structure of composition C51H27Cl4CoN5O4 at a distorted geometry.

```
92
Properties=species:S:1:pos:R:3:mulliken_spin:R:1
Co -0.46 -0.71 -1.00 0.969
Cl -9.01 -4.18 -1.23 0.000
C -7.47 -3.35 -1.26 -0.002
C -7.16 -2.51 -2.31 0.001
C -5.95 -1.85 -2.32 -0.003
C -5.02 -1.95 -1.26 0.009
C -5.37 -2.87 -0.24 -0.001
C -6.56 -3.55 -0.23 0.000
C -3.75 -1.28 -1.21 -0.027
C -3.10 -0.65 -2.33 0.009
C -3.62 0.09 -3.42 -0.001
C -2.62 0.96 -3.85 -0.006
C -1.50 0.72 -3.06 0.008
C -0.32 1.56 -2.61 -0.026
C -0.32 3.03 -2.91 0.005
C -1.50 3.74 -3.15 0.002
C -1.50 5.11 -3.32 -0.001
C -0.31 5.80 -3.21 0.001
Cl -0.29 7.52 -3.45 0.000
C 0.86 5.14 -2.89 0.000
C 0.85 3.77 -2.74 0.003
C 1.00 0.87 -2.78 0.009
N 1.29 -0.04 -1.83 -0.012
C 2.65 -0.24 -1.81 0.011
C 3.48 -0.66 -0.70 0.000
C 4.91 -0.72 -1.00 0.003
C 5.36 -1.52 -2.06 0.001
C 6.69 -1.61 -2.39 0.000
C 7.62 -0.88 -1.66 -0.001
Cl 9.31 -1.00 -2.06 0.000
C 7.22 -0.06 -0.62 0.000
C 5.87 0.02 -0.31 0.002
C 3.15 -0.78 0.65 0.001
C 3.93 -0.78 1.83 -0.002
C 3.13 -0.56 2.95 -0.002
C 1.79 -0.43 2.57 0.001
N 1.81 -0.78 1.16 0.001
C 0.57 -0.04 3.15 0.007
C -1.67 -0.82 1.82 -0.008
C -3.06 -0.61 2.30 0.006
C -3.92 -0.83 1.29 -0.001
C -3.15 -1.10 0.09 0.018
N -1.86 -1.01 0.36 -0.015
C 0.53 0.20 4.57 -0.006
C -0.22 1.24 5.15 0.000
C -0.16 1.52 6.50 0.000
C 0.63 0.73 7.32 0.000
Cl 0.75 1.10 9.02 0.000
C 1.35 -0.34 6.80 0.000
C 1.29 -0.60 5.45 0.000
C 3.18 0.45 -2.93 -0.003
C 2.14 1.15 -3.54 -0.001
N -1.78 -0.33 -2.23 0.003
H -7.87 -2.38 -3.12 0.000
H -5.73 -1.22 -3.16 0.000
H -4.66 -3.07 0.54 0.000
H -6.79 -4.25 0.56 0.000
H -4.62 0.10 -3.80 -0.001
H -2.70 1.65 -4.67 0.000
H -2.44 3.21 -3.19 0.000
H -2.42 5.64 -3.51 0.000
H 1.77 5.70 -2.74 0.000
H 1.76 3.27 -2.46 0.001
H 4.63 -2.09 -2.62 0.000
H 7.02 -2.25 -3.20 0.000
H 7.95 0.51 -0.07 0.000
H 5.56 0.70 0.47 0.000
H 4.99 -0.91 1.87 0.000
H 3.50 -0.42 3.95 0.000
H -3.28 -0.35 3.32 0.001
H -4.99 -0.76 1.32 0.000
H -0.82 1.88 4.52 0.000
H -0.72 2.34 6.91 0.000
H 1.94 -0.96 7.45 0.000
H 1.81 -1.46 5.06 0.000
H 4.22 0.50 -3.21 -0.001
H 2.20 1.78 -4.41 0.000
O 1.94 -3.70 0.00 0.000
C 1.09 -2.87 -0.27 -0.007
O 0.33 -2.76 -1.24 0.035
C 0.80 -1.78 0.88 0.027
C 0.11 -2.46 1.98 0.005
C -1.09 -2.07 2.39 0.006
C -0.59 0.38 2.25 -0.002
C 0.02 0.74 0.97 0.019
N 0.66 -0.40 0.45 -0.032
C -0.22 1.88 0.16 -0.036
O -0.26 3.05 0.51 0.000
O -0.64 1.48 -1.11 0.034
H 0.59 -3.37 2.32 0.000
H -1.64 -2.61 3.15 0.001
H -1.17 1.18 2.69 -0.003
```

Total energy = -5757.7763 a.u.
Molecular weight = 974.55 g mol⁻¹
HOMO-LUMO gap (alpha / beta) = 0.1464 / 0.1460 Eh
Spin multiplicity = 2
Strongest force on any atom = 2.6 eV Å⁻¹
HOMO level (alpha / beta) = -0.700 / -0.690 eV
Net charge = -2
LUMO (alpha / beta) = 3.28 / 3.28 eV

***

2.
The following is a DFT calculation (ωB97M-V/def2-TZVPD) of a structure of composition C51H28AsBr4F9N4O2Pb.

```
100
Properties=species:S:1:pos:R:3:mulliken_spin:R:1
Pb 0.07 -0.19 0.09 -0.012
C 5.59 -5.66 0.46 0.000
C 4.23 -5.75 0.72 0.000
C 3.41 -4.64 0.56 0.000
C 3.95 -3.43 0.14 0.003
C 5.32 -3.33 -0.09 0.000
C 6.13 -4.44 0.06 0.000
C 3.05 -2.25 -0.04 -0.001
C 2.26 -2.24 -1.20 -0.002
C 2.37 -3.20 -2.26 -0.001
C 1.46 -2.85 -3.20 -0.001
C 0.78 -1.68 -2.72 -0.002
N 1.31 -1.32 -1.52 0.002
C -0.22 -1.00 -3.41 -0.012
C -0.79 0.21 -3.00 0.026
C -1.78 0.94 -3.74 -0.005
C -2.03 2.08 -3.05 -0.004
C -1.22 2.05 -1.86 0.012
C -1.18 3.05 -0.90 -0.010
C -2.00 4.27 -1.14 -0.002
C -1.39 5.51 -1.34 0.000
C -2.15 6.65 -1.54 0.000
C -3.53 6.58 -1.53 0.000
C -4.15 5.36 -1.33 0.000
C -3.39 4.21 -1.15 -0.001
C -0.45 2.99 0.27 0.005
N 0.41 1.99 0.65 -0.003
C 0.90 2.32 1.89 0.001
C 1.86 1.62 2.61 0.000
C 2.24 2.16 3.95 -0.002
C 1.43 1.91 5.05 0.000
C 1.76 2.43 6.30 0.000
C 2.90 3.21 6.45 0.000
C 3.71 3.47 5.35 0.000
C 3.39 2.94 4.11 0.000
C 2.48 0.46 2.17 0.001
C 3.54 -0.23 2.88 -0.001
C 3.88 -1.30 2.13 0.001
C 3.03 -1.29 0.97 0.000
N 2.21 -0.19 1.01 0.001
C 0.33 3.58 2.30 0.002
C -0.48 3.99 1.31 0.001
N -0.47 0.90 -1.86 -0.014
C -0.74 -1.63 -4.66 0.005
C -1.39 -2.86 -4.58 -0.001
C -1.94 -3.44 -5.71 0.000
C -1.83 -2.81 -6.94 0.000
C -1.17 -1.60 -7.03 0.000
C -0.63 -1.01 -5.90 0.000
H 6.23 -6.52 0.57 0.000
H 3.81 -6.69 1.04 0.000
H 2.35 -4.71 0.76 0.000
H 5.74 -2.38 -0.41 0.000
H 7.20 -4.36 -0.14 0.000
H 3.06 -4.02 -2.28 0.000
H 1.28 -3.33 -4.15 0.000
H -2.22 0.63 -4.67 0.000
H -2.70 2.88 -3.32 0.000
H -0.31 5.56 -1.35 0.000
H -1.65 7.60 -1.70 0.000
H -4.13 7.48 -1.67 0.000
H -5.24 5.29 -1.31 0.000
H -3.88 3.26 -0.99 0.004
H 0.55 1.30 4.94 0.000
H 1.12 2.22 7.14 0.000
H 3.15 3.62 7.42 0.000
H 4.60 4.08 5.46 0.000
H 4.02 3.13 3.25 0.000
H 3.94 0.09 3.83 0.000
H 4.62 -2.05 2.35 0.000
H 0.54 4.07 3.24 0.000
H -1.06 4.90 1.27 0.000
H -1.47 -3.34 -3.61 0.000
H -2.46 -4.38 -5.62 0.000
H -2.27 -3.26 -7.82 0.000
H -1.08 -1.10 -7.99 0.000
H -0.10 -0.06 -5.97 0.000
Br -7.01 -2.37 -1.62 0.011
C -5.52 -1.47 -0.90 0.062
C -5.71 -0.25 -0.17 0.071
Br -7.45 0.43 0.06 0.011
C -4.63 0.41 0.35 0.036
Br -4.82 1.97 1.39 0.003
C -3.28 -0.03 0.14 0.163
O -2.30 0.62 0.56 0.227
C -3.08 -1.25 -0.66 0.140
O -1.93 -1.61 -0.96 0.263
C -4.26 -1.96 -1.09 0.017
Br -3.95 -3.59 -1.98 0.004
F -0.47 -0.43 3.20 -0.002
As -1.38 -0.98 4.62 0.000
F -1.01 -2.63 4.28 0.000
F 0.09 -0.86 5.55 0.000
F -2.27 -1.45 6.03 0.000
F -1.71 0.70 4.97 0.000
F -2.80 -1.07 3.64 0.001
F -1.50 -2.49 1.51 0.002
C -0.28 -2.33 1.04 0.002
F -0.06 -3.24 0.08 0.000
F 0.62 -2.53 1.99 0.000
```

Total energy = -15953.4837 a.u.
Molecular weight = 1501.53 g mol⁻¹
HOMO-LUMO gap (alpha / beta) = 0.2114 / 0.2117 Eh
Spin multiplicity = 2
Strongest force on any atom = 0.9 eV Å⁻¹
ΔE to the lowest compared entry with this formula, charge and spin = 1.252 eV
HOMO level (alpha / beta) = -5.166 / -5.197 eV
Net charge = -1
LUMO (alpha / beta) = 0.59 / 0.56 eV

***

3.
The following is a DFT calculation (ωB97M-V/def2-TZVPD) of a structure of composition C51H32BrF15GeN9O2S3W at a distorted geometry.

```
115
Properties=species:S:1:pos:R:3:mulliken_spin:R:1
W -1.59 0.00 0.90 1.516
Br -5.02 0.84 -0.13 0.012
C -4.03 1.60 -1.56 -0.014
C -4.75 1.80 -2.70 0.008
C -4.21 2.57 -3.75 -0.008
C -3.02 3.19 -3.57 0.010
C -2.27 3.01 -2.38 -0.014
C -1.11 3.79 -2.16 0.038
C -0.39 3.65 -1.02 -0.019
C -0.71 2.61 -0.12 0.029
C -1.81 1.79 -0.27 0.089
C -2.69 2.08 -1.38 -0.068
H -5.75 1.42 -2.77 0.000
H -4.77 2.71 -4.66 0.000
H -2.62 3.87 -4.32 0.000
H -0.83 4.51 -2.91 0.000
H 0.47 4.28 -0.82 0.000
H -0.06 2.48 0.73 0.028
N -4.59 -2.87 1.76 0.012
C -4.68 -2.38 3.05 -0.007
C -3.83 -1.32 3.11 0.040
N -3.22 -1.15 1.88 0.041
C -3.73 -2.09 1.10 0.083
C -3.38 -2.07 -0.31 -0.024
N -2.66 -1.06 -0.73 0.029
C -2.57 -1.18 -2.10 0.013
C -3.27 -2.28 -2.49 -0.004
N -3.77 -2.85 -1.33 0.009
H -5.17 -3.59 1.37 0.000
H -5.31 -2.83 3.80 0.000
H -3.63 -0.69 3.95 0.001
H -2.03 -0.47 -2.70 0.001
H -3.44 -2.71 -3.46 0.000
H -4.36 -3.66 -1.28 0.000
N -3.39 3.23 1.49 0.012
C -2.96 2.55 2.56 0.039
N -2.29 1.42 2.58 0.060
C -2.01 1.07 3.94 0.005
C -1.35 -0.06 4.42 0.032
C -1.18 -0.23 5.78 0.000
C -1.66 0.69 6.71 0.001
C -2.35 1.80 6.26 0.002
C -2.51 1.96 4.89 -0.009
S -3.33 3.27 4.10 0.000
H -3.03 3.01 0.57 -0.005
H -3.85 4.12 1.63 0.001
H -0.97 -0.82 3.75 0.006
H -0.65 -1.11 6.13 0.000
H -1.52 0.54 7.76 0.000
H -2.76 2.53 6.95 0.000
C 0.04 4.81 4.08 0.000
C 0.96 3.77 3.52 -0.006
C 2.33 3.95 3.47 0.011
C 3.07 2.93 2.90 -0.004
N 2.52 1.81 2.44 0.010
C 1.19 1.71 2.57 0.003
S 0.60 0.14 2.01 0.012
N 0.39 2.65 3.06 0.024
H 0.59 5.64 4.51 0.000
H -0.60 4.36 4.84 0.000
H -0.61 5.20 3.29 0.000
H 2.80 4.84 3.85 0.001
H 4.15 3.01 2.80 0.000
F -0.44 0.61 -4.09 -0.001
C 0.70 0.33 -4.75 -0.003
C 1.88 0.09 -4.08 0.006
C 3.00 -0.12 -4.87 -0.003
F 4.19 -0.33 -4.29 0.000
C 2.95 -0.15 -6.25 -0.001
F 4.05 -0.37 -6.97 0.000
C 1.74 0.07 -6.89 0.000
F 1.67 0.05 -8.21 0.000
C 0.61 0.32 -6.13 0.000
F -0.56 0.55 -6.74 0.000
Ge 2.06 -0.07 -2.11 0.019
S 0.23 -0.62 -1.13 0.026
C 3.25 1.48 -1.80 0.005
C 4.55 1.50 -1.31 0.000
F 5.16 0.38 -0.91 0.000
C 5.30 2.66 -1.23 0.000
F 6.54 2.63 -0.75 0.000
C 4.76 3.86 -1.66 0.000
F 5.47 4.98 -1.58 0.000
C 3.48 3.88 -2.19 0.000
F 2.96 5.02 -2.64 0.000
C 2.77 2.70 -2.26 -0.001
F 1.58 2.74 -2.87 -0.002
C 3.12 -1.69 -1.72 -0.007
C 3.60 -1.83 -0.43 0.005
F 3.32 -0.89 0.49 0.002
C 4.35 -2.91 -0.01 0.000
F 4.79 -3.01 1.25 0.000
C 4.65 -3.91 -0.92 0.000
F 5.36 -4.98 -0.54 0.000
C 4.16 -3.83 -2.22 0.000
F 4.40 -4.82 -3.08 0.000
C 3.39 -2.73 -2.58 0.001
F 2.89 -2.76 -3.83 0.000
O -0.96 -3.44 2.85 0.010
C -0.72 -3.17 1.67 0.001
O -0.86 -2.08 1.07 -0.050
C -0.14 -4.29 0.81 -0.003
N 0.42 -5.34 1.73 0.000
C 1.25 -6.24 0.86 0.000
C 1.85 -5.30 -0.19 0.001
C 1.06 -3.97 -0.08 0.006
H -0.94 -4.77 0.24 -0.001
H -0.31 -5.79 2.27 0.000
H 0.99 -4.85 2.43 0.000
H 0.57 -6.97 0.43 0.000
H 1.98 -6.77 1.47 0.000
H 1.75 -5.74 -1.18 0.000
H 2.91 -5.13 -0.01 0.000
H 0.75 -3.57 -1.04 -0.001
H 1.66 -3.18 0.39 -0.003
```

Total energy = -10016.3743 a.u.
Molecular weight = 1520.40 g mol⁻¹
HOMO-LUMO gap (alpha / beta) = 0.2380 / 0.2348 Eh
Spin multiplicity = 3
Strongest force on any atom = 1.2 eV Å⁻¹
ΔE to the lowest compared entry with this formula, charge and spin = 0.778 eV
HOMO level (alpha / beta) = -9.176 / -9.430 eV
Net charge = +1
LUMO (alpha / beta) = -2.70 / -3.04 eV

***

4.
The following is a DFT calculation (ωB97M-V/def2-TZVPD) of a structure of composition C51H33AsF15GeN2O2PdS at a distorted geometry.

```
107
Properties=species:S:1:pos:R:3:lowdin_charge:R:1
Pd -0.19 -0.70 -0.02 0.520
F 4.19 -3.30 -1.69 0.076
C 4.85 -3.41 -0.53 -0.254
C 4.89 -2.32 0.33 -0.150
C 5.59 -2.50 1.51 -0.203
F 5.68 -1.50 2.41 0.101
C 6.24 -3.68 1.82 -0.137
F 6.91 -3.81 2.96 0.137
C 6.18 -4.74 0.93 -0.125
F 6.79 -5.88 1.21 0.150
C 5.48 -4.60 -0.26 -0.136
F 5.42 -5.62 -1.11 0.136
Ge 3.91 -0.69 -0.14 0.755
S 1.88 -1.54 -0.38 0.337
C 4.12 0.65 1.27 -0.134
C 5.15 1.58 1.23 -0.209
F 6.03 1.56 0.22 0.110
C 5.31 2.56 2.19 -0.132
F 6.30 3.45 2.10 0.143
C 4.44 2.61 3.26 -0.132
F 4.57 3.54 4.20 0.147
C 3.43 1.67 3.37 -0.152
F 2.60 1.69 4.41 0.125
C 3.30 0.70 2.38 -0.237
F 2.35 -0.24 2.57 0.049
C 4.64 0.05 -1.79 -0.134
C 4.09 1.22 -2.28 -0.230
F 3.06 1.77 -1.60 0.057
C 4.53 1.86 -3.42 -0.135
F 3.95 2.98 -3.86 0.126
C 5.60 1.31 -4.12 -0.125
F 6.04 1.90 -5.22 0.151
C 6.20 0.16 -3.65 -0.133
F 7.23 -0.36 -4.31 0.142
C 5.72 -0.45 -2.50 -0.205
F 6.37 -1.54 -2.09 0.113
C 2.24 5.80 0.89 -0.062
C 1.88 4.96 1.93 -0.063
C 1.20 3.77 1.67 -0.091
C 0.90 3.43 0.36 -0.354
C 1.28 4.27 -0.69 -0.113
C 1.94 5.45 -0.42 -0.063
As -0.10 1.83 -0.05 1.371
C -1.71 2.55 -0.84 -0.311
C -1.89 2.94 -2.15 -0.093
C -3.12 3.46 -2.55 -0.075
C -4.15 3.58 -1.62 -0.064
C -3.96 3.18 -0.30 -0.015
C -2.74 2.67 0.10 -0.195
C -2.41 2.19 1.46 -0.206
C -3.28 2.15 2.54 -0.033
C -2.87 1.59 3.74 -0.060
C -1.60 1.06 3.88 -0.057
C -0.71 1.11 2.80 -0.101
C -1.12 1.68 1.61 -0.334
H 2.76 6.72 1.10 0.112
H 2.11 5.23 2.95 0.114
H 0.91 3.13 2.50 0.091
H 1.06 3.99 -1.71 0.100
H 2.23 6.10 -1.24 0.112
H -1.09 2.85 -2.88 0.106
H -3.27 3.79 -3.57 0.107
H -5.10 3.99 -1.93 0.109
H -4.77 3.29 0.41 0.112
H -4.28 2.57 2.46 0.113
H -3.56 1.56 4.58 0.110
H -1.28 0.62 4.81 0.112
H 0.29 0.72 2.92 0.083
C -1.37 -4.91 0.17 -0.132
C -1.59 -4.50 1.64 -0.126
C -0.93 -3.12 1.75 -0.154
O -0.72 -2.71 0.38 -0.363
C -0.37 -3.90 -0.36 -0.203
H -2.30 -4.83 -0.40 0.110
H -1.00 -5.93 0.07 0.118
H -1.13 -5.20 2.33 0.115
H -2.65 -4.44 1.87 0.109
H 0.04 -3.16 2.25 0.128
H -1.55 -2.35 2.21 0.122
H 0.66 -4.17 -0.13 0.105
H -0.45 -3.66 -1.41 0.125
C -5.95 -0.95 -2.89 0.024
N -4.57 -1.16 -2.48 -0.053
N -4.21 -0.92 -1.17 0.068
C -2.86 -0.70 -1.11 -0.386
O -2.28 -0.50 -0.01 -0.129
C -2.38 -0.78 -2.45 0.056
C -3.47 -1.03 -3.25 -0.246
C -3.54 -1.09 -4.73 0.002
C -5.03 -1.34 -0.08 -0.189
C -5.71 -2.55 -0.16 -0.020
C -6.49 -2.95 0.92 -0.065
C -6.58 -2.16 2.05 -0.070
C -5.88 -0.96 2.12 -0.054
C -5.11 -0.54 1.04 0.004
H -6.42 -0.25 -2.20 0.108
H -6.52 -1.88 -2.90 0.092
H -5.96 -0.51 -3.89 0.091
H -1.36 -0.66 -2.77 0.114
H -2.54 -1.18 -5.15 0.092
H -4.00 -0.19 -5.13 0.094
H -4.13 -1.95 -5.07 0.096
H -5.61 -3.17 -1.03 0.116
H -7.03 -3.89 0.86 0.111
H -7.18 -2.47 2.89 0.110
H -5.94 -0.34 3.00 0.109
H -4.56 0.39 1.08 0.093
```

Total energy = -8559.7429 a.u.
Molecular weight = 1276.83 g mol⁻¹
HOMO-LUMO gap (alpha / beta) = 0.2593 / 0.2593 Eh
Spin multiplicity = 1
Strongest force on any atom = 1.7 eV Å⁻¹
ΔE to the lowest compared entry with this formula, charge and spin = 0.873 eV
HOMO level (alpha / beta) = -10.844 / -10.844 eV
Net charge = +1
LUMO (alpha / beta) = -3.79 / -3.79 eV